No. 1
ORCA calculation (ωB97M-V/def2-TZVPD) on an isolated molecule of C14H22N6O4.

Geometry (Å):
1 O -0.33 -3.52 -1.69
2 O 3.85 -1.45 1.12
3 O 0.76 2.28 0.47
4 O -1.41 -1.21 0.78
5 N -2.09 4.37 -3.06
6 C -0.65 -4.11 -0.67
7 C 3.05 -0.61 1.49
8 C -0.35 1.77 0.27
9 C -0.31 -1.33 0.26
10 C -1.10 4.89 -2.32
11 C -1.78 3.02 -3.26
12 C -0.62 2.75 -2.55
13 N 3.20 0.60 0.99
14 N -0.22 3.93 -2.00
15 N -1.41 2.01 1.07
16 N 0.15 -0.47 -0.64
17 N -0.19 -3.75 0.52
18 C -1.55 -5.30 -0.68
19 C -1.31 2.83 2.27
20 C 1.82 -0.92 2.34
21 C 0.04 1.41 -2.24
22 C 1.18 -2.33 2.02
23 C -0.52 0.81 -0.92
24 C 0.57 -2.53 0.61
25 H -1.04 5.90 -2.00
26 H -2.37 2.28 -3.75
27 H 4.00 0.78 0.43
28 H 2.50 1.33 1.08
29 H 0.60 3.97 -1.36
30 H -2.22 1.46 0.94
31 H 1.05 -0.63 -1.06
32 H -0.46 -4.23 1.36
33 H -2.52 -5.04 -0.20
34 H -1.73 -5.55 -1.72
35 H -1.07 -6.15 -0.21
36 H -0.87 2.22 3.07
37 H -0.74 3.75 2.12
38 H -2.30 3.18 2.58
39 H 1.10 -0.14 2.30
40 H 2.19 -0.93 3.37
41 H -0.13 0.67 -2.96
42 H 1.13 1.59 -2.11
43 H 1.87 -3.14 2.25
44 H 0.37 -2.43 2.76
45 H -1.61 0.60 -1.06
46 H 1.47 -2.60 -0.02

HOMO-LUMO gap: 0.343 Ha
Energy relative to the best compared isomer or geometry (same formula, charge and spin): 2.20 kcal per mole

These are the Mulliken partial charges, in e, on atoms 1 to 6:
1. O -0.63
2. O -0.69
3. O -0.86
4. O -0.75
5. N -0.65
6. C 0.73

***

No. 2
ORCA calculation (ωB97M-V/def2-TZVPD) on a cluster of 2 separate species, C14H22NO in total.

Geometry (Å):
1 C -1.76 0.56 0.72
2 N -1.09 0.88 -0.51
3 C -0.85 2.29 -0.76
4 C -1.21 2.70 -2.18
5 O -0.82 1.69 -3.10
6 C -1.56 0.50 -2.90
7 C -1.22 -0.12 -1.55
8 H -2.79 0.23 0.51
9 H -1.24 -0.25 1.23
10 H -1.77 1.44 1.38
11 H -1.45 2.87 -0.04
12 H 0.22 2.50 -0.57
13 H -2.30 2.90 -2.20
14 H -0.64 3.60 -2.46
15 H -2.65 0.67 -2.93
16 H -1.24 -0.17 -3.71
17 H -0.26 -0.67 -1.63
18 H -1.98 -0.84 -1.25
19 C 1.57 1.30 1.64
20 C 1.49 0.20 0.63
21 C 2.06 0.39 -0.72
22 C 1.18 -1.11 1.10
23 C 1.33 -2.26 0.27
24 C 0.91 -3.51 0.70
25 C 0.37 -3.68 1.98
26 C 0.24 -2.57 2.84
27 C 0.69 -1.32 2.43
28 H 0.64 1.42 2.21
29 H 2.37 1.10 2.37
30 H 1.78 2.26 1.16
31 H 1.53 -0.19 -1.49
32 H 2.01 1.44 -1.02
33 H 3.12 0.08 -0.75
34 H 1.78 -2.15 -0.72
35 H 1.01 -4.36 0.02
36 H 0.06 -4.66 2.32
37 H -0.19 -2.67 3.83
38 H 0.66 -0.48 3.13

Total charge: +1
HOMO-LUMO gap: 0.222 Ha
Energy relative to the best compared isomer or geometry (same formula, charge and spin): 56.41 kcal per mole

These are the Mulliken partial charges, in e, on atoms 1 to 6:
1. C -1.13
2. N 0.43
3. C -0.21
4. C -0.72
5. O -0.41
6. C -0.70

***

No. 3
ORCA calculation (ωB97M-V/def2-TZVPD) on a structure of composition C14H23BN6OPd.

Geometry (Å):
1 C 1.60 -0.17 -1.61
2 N 0.30 -0.08 -1.91
3 N 0.10 -0.67 -3.16
4 C 1.29 -1.06 -3.67
5 C 2.27 -0.73 -2.72
6 B -1.39 -0.88 -3.69
7 N -2.07 -1.75 -2.52
8 N -2.07 -1.21 -1.23
9 C -2.47 -2.16 -0.37
10 C -2.82 -3.31 -1.12
11 C -2.53 -3.03 -2.46
12 Pd -1.39 0.82 -0.80
13 N -2.06 0.56 -3.75
14 N -2.03 1.35 -2.59
15 C -2.58 2.55 -2.83
16 C -2.98 2.55 -4.16
17 C -2.64 1.31 -4.72
18 H -2.63 3.30 -2.04
19 H -2.79 0.90 -5.73
20 H -3.48 3.34 -4.66
21 H -1.45 -1.43 -4.76
22 H -2.60 -3.64 -3.36
23 H 1.33 -1.56 -4.64
24 H -3.24 -4.23 -0.74
25 H 3.33 -0.90 -2.82
26 H -2.50 -1.98 0.71
27 H 1.99 0.17 -0.64
28 H -2.50 1.42 1.38
29 C -1.45 1.11 1.34
30 H -1.19 0.24 1.95
31 H 1.49 -1.25 2.72
32 H -0.71 1.90 1.44
33 C 1.38 -0.31 4.62
34 C 2.23 0.36 3.53
35 C 2.05 1.88 3.48
36 C 3.72 0.03 3.57
37 O 1.59 -0.31 2.38
38 H 1.57 -0.12 5.67
39 H 1.48 -1.40 4.47
40 H 0.34 -0.03 4.38
41 H 2.30 2.41 4.42
42 H 2.69 2.36 2.73
43 H 1.00 2.15 3.27
44 H 3.91 -1.04 3.42
45 H 4.31 0.57 2.82
46 H 4.23 0.28 4.52

Total charge: +2
HOMO-LUMO gap (alpha / beta): 0.175 / 0.148 Ha
Energy relative to the best compared isomer or geometry (same formula, charge and spin): 0.00 kcal per mole
Spin multiplicity: 3

These are the Mulliken partial charges, in e, on atoms 1 to 6:
1. C -0.33
2. N 0.32
3. N 0.05
4. C 0.03
5. C -1.00
6. B 0.06

***

No. 4
ORCA calculation (ωB97M-V/def2-TZVPD) on a structure of composition C14H23BiN3O7P2S.

Geometry (Å):
1 Bi -10.53 0.73 12.24
2 N -9.72 4.29 8.44
3 C -10.42 3.07 9.01
4 C -11.35 2.52 7.95
5 P -9.19 1.80 9.34
6 O -8.32 2.51 10.51
7 O -8.37 1.60 8.14
8 O -10.02 0.68 9.97
9 P -11.51 3.62 10.46
10 O -10.61 4.84 11.07
11 O -12.76 4.19 9.95
12 O -11.48 2.56 11.58
13 H -9.04 3.99 7.73
14 H -9.28 4.81 9.20
15 H -10.45 4.88 8.03
16 H -10.84 2.40 7.02
17 H -12.17 3.20 7.82
18 H -11.78 1.56 8.19
19 H -7.43 2.63 10.17
20 H -11.21 5.57 11.31
21 C -12.46 -3.83 14.05
22 C -13.17 -2.90 15.01
23 N -12.56 -1.56 15.15
24 C -11.82 -1.27 16.40
25 C -10.46 -1.92 16.36
26 C -12.76 -0.62 14.24
27 S -12.04 1.00 14.40
28 N -13.54 -0.95 13.22
29 C -13.30 -0.74 11.97
30 O -12.13 -0.35 11.48
31 C -14.35 -0.96 10.98
32 C -15.53 -1.62 11.32
33 C -16.52 -1.83 10.37
34 C -16.38 -1.33 9.07
35 C -15.23 -0.60 8.77
36 C -14.23 -0.42 9.70
37 H -13.07 -4.75 13.99
38 H -11.46 -4.13 14.33
39 H -12.46 -3.43 13.05
40 H -13.17 -3.29 16.03
41 H -14.21 -2.73 14.72
42 H -12.42 -1.59 17.21
43 H -11.67 -0.21 16.42
44 H -10.52 -3.02 16.24
45 H -9.90 -1.71 17.30
46 H -9.85 -1.53 15.53
47 H -15.67 -1.99 12.33
48 H -17.41 -2.40 10.62
49 H -17.17 -1.48 8.35
50 H -15.08 -0.16 7.79
51 H -13.33 0.13 9.48

Total charge: +1
HOMO-LUMO gap: 0.300 Ha
Energy relative to the best compared isomer or geometry (same formula, charge and spin): 5.83 kcal per mole

These are the Mulliken partial charges, in e, on atoms 1 to 6:
1. Bi 1.44
2. N -0.16
3. C 0.72
4. C -1.82
5. P 0.53
6. O -0.58

***

No. 5
ORCA calculation (ωB97M-V/def2-TZVPD) on a structure of composition C14H23Br12F3N2O4.

Geometry (Å):
1 C -1.05 3.54 1.15
2 C 0.08 2.72 1.72
3 O -0.03 2.20 2.82
4 N 1.17 2.59 0.93
5 C 2.33 1.76 1.22
6 H -0.67 4.39 0.57
7 H -1.63 3.98 1.97
8 H -1.74 2.92 0.57
9 H 1.18 3.00 0.02
10 H 3.20 2.42 1.21
11 H 2.43 1.00 0.44
12 H 2.23 1.25 2.18
13 C -3.50 1.03 -3.13
14 C -4.41 1.82 -4.04
15 O -5.55 1.40 -4.23
16 N -4.05 3.03 -4.50
17 C -2.67 3.55 -4.53
18 H -3.12 0.08 -3.52
19 H -4.02 0.70 -2.23
20 H -2.61 1.55 -2.78
21 H -4.74 3.67 -4.85
22 H -2.76 4.42 -5.18
23 H -1.97 2.81 -4.92
24 H -2.28 3.81 -3.54
25 C 1.14 -1.19 2.10
26 C -0.07 -0.87 1.21
27 O 0.57 -0.36 0.01
28 C -0.23 0.28 -0.83
29 O -1.35 0.64 -0.61
30 C 0.56 0.61 -2.13
31 F 1.79 1.02 -1.90
32 F 0.63 -0.54 -2.85
33 F -0.13 1.47 -2.86
34 H 1.69 -0.26 2.16
35 H 1.70 -2.05 1.74
36 H 0.85 -1.43 3.13
37 H -0.75 -0.13 1.62
38 H -0.63 -1.77 0.94
39 C 0.91 -5.27 -1.62
40 Br -0.52 -5.42 -2.94
41 Br 1.85 -6.98 -1.49
42 Br 0.28 -4.51 0.03
43 H 1.65 -4.60 -2.05
44 C 3.71 -5.78 2.86
45 Br 3.01 -3.97 3.08
46 Br 2.41 -6.92 2.02
47 Br 4.36 -6.40 4.62
48 H 4.56 -5.76 2.20
49 C 4.97 -0.40 2.39
50 Br 6.14 -1.93 2.67
51 Br 4.49 -0.43 0.49
52 Br 5.80 1.32 2.87
53 H 4.05 -0.49 2.96
54 C -3.79 0.58 2.42
55 Br -3.13 1.41 4.05
56 Br -5.74 0.65 2.40
57 Br -3.24 -1.30 2.38
58 H -3.34 1.12 1.60

HOMO-LUMO gap: 0.326 Ha

These are the Mulliken partial charges, in e, on atoms 1 to 6:
1. C -1.11
2. C 0.81
3. O -0.60
4. N -0.04
5. C -1.07
6. H 0.41

***

No. 6
ORCA calculation (ωB97M-V/def2-TZVPD) on a structure of composition C14H23BrGaN2O6.

Geometry (Å):
1 C 1.09 -2.01 0.90
2 C 2.60 -1.66 0.60
3 C 3.28 -2.86 -0.19
4 C 4.30 -2.28 -1.27
5 Ga 3.67 -2.54 -3.22
6 Br 2.44 -4.64 -3.35
7 O 2.70 -1.06 -3.88
8 C 1.35 -1.09 -3.44
9 C 0.88 0.40 -3.10
10 O 0.59 0.44 -1.68
11 C -0.77 0.78 -1.42
12 C -0.77 1.39 0.06
13 O 5.30 -2.66 -4.25
14 N 5.31 -3.83 -4.94
15 O 6.08 -4.59 -4.41
16 H 0.46 -1.89 -0.03
17 H 0.74 -1.35 1.73
18 H 1.00 -3.11 1.16
19 H 2.71 -0.71 0.02
20 H 3.15 -1.52 1.57
21 H 2.49 -3.51 -0.65
22 H 3.80 -3.50 0.57
23 H 4.56 -1.20 -1.05
24 H 5.26 -2.85 -1.14
25 H 0.64 -1.51 -4.21
26 H 1.25 -1.70 -2.50
27 H 1.78 1.05 -3.25
28 H 0.03 0.75 -3.73
29 H -1.16 1.57 -2.12
30 H -1.43 -0.13 -1.41
31 H 0.14 2.05 0.10
32 H -0.57 0.52 0.73
33 H -1.71 1.94 0.29
34 C -6.13 3.58 3.75
35 C -5.92 2.24 3.42
36 C -4.64 1.78 3.16
37 C -3.57 2.67 3.23
38 C -3.77 4.00 3.54
39 C -5.05 4.46 3.80
40 N -2.21 2.18 2.98
41 O -2.08 1.01 2.69
42 O -1.30 2.97 3.08
43 H -7.13 3.94 3.96
44 H -6.76 1.56 3.38
45 H -4.49 0.74 2.91
46 H -2.94 4.70 3.59
47 H -5.22 5.50 4.05

Total charge: -1
HOMO-LUMO gap: 0.228 Ha

These are the Mulliken partial charges, in e, on atoms 1 to 6:
1. C -0.98
2. C -0.37
3. C -0.52
4. C -0.82
5. Ga 0.36
6. Br -0.54

***

no.,F_max (eV/Å),energy (hartree)
1,3.02,-1176.27547
2,1.14,-676.34144
3,2.65,-1103.02278
4,1.66,-2533.79015
5,2.11,-32145.45905
6,2.12,-5606.93267